Molecular formula: C5H5NO2
Method: DFT, ωB97M-V/def2-TZVPD

Output
E_tot, eV: -10846.7966
HOMO, eV: -10.06
Largest force on an atom, eV/Å: 8.2
SMILES: N#C[C@@]1(O)C=COC1
ΔE to the lowest compared entry with this formula, charge and spin, eV: 4.5184
LUMO energy, eV: 0.57

Atoms and positions in Å:
N 2.5910 0.2537 1.5619
C 1.7481 0.0832 0.8347
C 0.6626 0.0854 -0.1587
O 1.2330 0.0201 -1.5416
C -0.5215 -1.0989 0.1358
C -1.6399 -0.5800 -0.0772
O -1.6061 0.7936 -0.3111
C -0.2084 1.1987 0.1942
H 0.6451 -0.7487 -1.8140
H -0.3932 -2.0744 0.6969
H -2.4484 -1.3212 -0.5250
H 0.0986 2.2284 -0.4170
H -0.1609 1.1600 1.4213

Atom charges from the natural (NBO) analysis, given in e for atoms 1 to 6: number 1, N, carries -0.290; number 2, C, carries 0.249; number 3, C, carries 0.087; number 4, O, carries -0.674; number 5, C, carries -0.347; number 6, C, carries 0.118